{
  "formula": "C38H55IrNO2P2",
  "method": "ωB97M-V/def2-TZVPD",
  "elements": ["Ir", "C", "C", "C", "C", "C", "C", "H", "H", "H", "C", "H", "H", "H", "C", "H", "H", "H", "C", "H", "H", "H", "C", "H", "H", "H", "C", "C", "C", "C", "C", "C", "C", "C", "H", "H", "H", "H", "H", "H", "H", "H", "H", "H", "H", "H", "P", "C", "C", "P", "C", "C", "C", "H", "H", "H", "H", "H", "H", "H", "H", "H", "H", "H", "H", "H", "H", "C", "C", "C", "C", "C", "C", "N", "C", "C", "C", "C", "C", "C", "C", "O", "O", "C", "C", "H", "H", "H", "H", "H", "H", "H", "H", "H", "H", "H", "H", "H", "H"],
  "coordinates": [[0.48981, -0.94026, -0.73245], [-0.60223, -1.52763, 1.16769], [-0.38847, -2.68383, 0.33310], [1.68999, -1.82416, 0.92887], [0.68196, -0.98391, 1.52182], [1.03320, -2.86922, 0.18844], [-1.92703, -1.01844, 1.60908], [-2.68601, -1.17224, 0.83554], [-1.87264, 0.05465, 1.82825], [-2.25799, -1.53137, 2.52306], [0.97506, 0.17720, 2.41461], [0.81763, -0.11394, 3.46199], [0.32953, 1.03902, 2.21571], [2.02315, 0.47483, 2.30967], [3.15857, -1.64315, 1.11884], [3.43177, -1.79569, 2.17069], [3.45672, -0.62744, 0.84359], [3.71113, -2.35035, 0.50145], [1.69781, -4.00978, -0.51393], [1.69373, -4.90382, 0.12415], [2.73515, -3.76353, -0.75587], [1.16109, -4.25120, -1.43720], [-1.45149, -3.57488, -0.22227], [-1.75445, -4.33346, 0.51256], [-1.09147, -4.09577, -1.11552], [-2.33687, -2.99034, -0.48906], [0.12666, 1.15618, -0.86784], [-1.05098, 0.43726, -1.27511], [-1.45551, 0.25933, -2.71123], [-0.46637, -0.57410, -3.54108], [0.62328, -1.25162, -2.75004], [1.81092, -0.56229, -2.26611], [2.07691, 0.90005, -2.50213], [1.05174, 1.83889, -1.84654], [-1.63822, 1.23788, -3.18233], [-0.03213, 0.05158, -4.34378], [-2.43341, -0.24555, -2.72693], [0.48399, 2.38479, -2.61415], [0.03841, 1.63012, 0.11970], [-1.87639, 0.46671, -0.55005], [1.59086, 2.61489, -1.28653], [3.06244, 1.11383, -2.06571], [2.70071, -1.20686, -2.24724], [2.18364, 1.11089, -3.57781], [-1.02541, -1.36449, -4.06043], [0.82160, -2.29477, -3.03604], [0.17880, 1.21390, -6.31105], [0.03465, 3.03651, -6.49076], [-1.07709, 0.71835, -7.56272], [2.45835, -0.66280, -6.96189], [1.70920, 1.00722, -7.32711], [1.83120, -1.54973, -8.46019], [4.10144, -0.25820, -7.70225], [0.91487, 3.51326, -6.04223], [-0.86919, 3.36400, -5.96310], [-0.03425, 3.30292, -7.55298], [-0.97078, 1.33531, -8.46407], [-2.06248, 0.89798, -7.11371], [-0.98712, -0.34381, -7.81949], [3.98867, 0.03838, -8.75182], [4.73650, -1.14869, -7.64104], [4.56489, 0.55760, -7.13723], [2.43274, 1.78964, -7.03942], [1.47662, 1.11218, -8.40333], [2.36339, -2.50791, -8.50751], [2.05289, -0.97403, -9.36728], [0.75531, -1.74173, -8.38882], [2.11691, -0.26099, 7.09735], [0.85890, -0.68452, 6.38266], [0.71744, -2.01075, 5.96947], [-0.44669, -2.44544, 5.32544], [-1.45844, -1.53279, 5.05940], [-1.29885, -0.18009, 5.40051], [-2.14221, 0.75668, 4.80354], [-3.01983, 1.63485, 5.38625], [-3.53495, 1.47803, 6.68915], [-4.37221, 2.46746, 7.21646], [-4.72872, 3.57209, 6.42614], [-4.23253, 3.70616, 5.12550], [-3.37649, 2.75337, 4.58113], [-2.76571, 2.96136, 3.20922], [-3.10787, 3.99658, 2.62359], [-1.92005, 2.07107, 2.76925], [-0.15755, 0.23870, 6.13088], [-0.05917, 1.67191, 6.54574], [2.62496, 0.57716, 6.59542], [1.90626, 0.05179, 8.13159], [2.81647, -1.10310, 7.13735], [1.52243, -2.70338, 6.19939], [-0.54972, -3.48502, 5.02590], [-2.38808, -1.83512, 4.57745], [-1.89381, 1.14310, 3.78139], [-3.26246, 0.58200, 7.26029], [-4.74283, 2.36867, 8.23843], [-5.39599, 4.34083, 6.81846], [-4.50772, 4.56114, 4.52062], [0.03436, 2.35268, 5.68152], [-0.95831, 1.97816, 7.10159], [0.81354, 1.83302, 7.18543]],
  "charge": 1,
  "multiplicity": 5,
  "e_homo_ev": [-7.83, -10.30],
  "s2": 6.048,
  "largest_force_ev_per_a": 4.71,
  "e_above_lowest_kj_mol": 0.0
}

---

{
  "formula": "C21H21Cl20F2N2O3PSi",
  "method": "ωB97M-V/def2-TZVPD",
  "elements": ["C", "Si", "C", "C", "C", "C", "F", "F", "C", "C", "N", "C", "C", "N", "C", "P", "O", "O", "O", "C", "C", "C", "C", "C", "C", "H", "H", "H", "H", "H", "H", "H", "H", "H", "H", "H", "H", "H", "H", "H", "H", "H", "H", "H", "H", "H", "Cl", "C", "Cl", "Cl", "Cl", "Cl", "C", "Cl", "Cl", "Cl", "Cl", "C", "Cl", "Cl", "Cl", "Cl", "C", "Cl", "Cl", "Cl", "Cl", "C", "Cl", "Cl", "Cl"],
  "coordinates": [[-0.99754, 2.27342, -3.69996], [-1.35636, 1.87729, -1.82281], [-1.96067, 3.44958, -0.88108], [0.36276, 1.25269, -1.10629], [0.13843, 1.09816, 0.51038], [1.51294, 0.77236, 1.34272], [2.61418, 1.53827, 0.64887], [1.33846, 1.36611, 2.71467], [1.86171, -0.82176, 1.51114], [1.69063, -1.70428, 0.12224], [1.66786, -2.45300, -0.94788], [3.47514, -0.90000, 1.91373], [4.38902, -1.45007, 0.62967], [4.96005, -2.10388, -0.33889], [1.03757, -1.56388, 2.74824], [0.90533, -3.46837, 2.53625], [2.29435, -4.16401, 2.14532], [0.46105, -4.10957, 4.13084], [-0.37217, -3.95904, 1.43403], [-2.55875, 0.33928, -1.60493], [-2.55617, -0.73553, -2.84952], [-3.49875, -2.07170, -2.72734], [-4.41053, -2.22390, -1.36240], [-4.41221, -1.14340, -0.10533], [-3.45180, 0.21547, -0.22627], [-0.21504, 3.16913, -3.68225], [-1.94254, 2.62022, -4.29668], [-0.45826, 1.32745, -4.12901], [-2.26654, 3.22708, 0.25055], [-1.03079, 4.19114, -0.84014], [-2.84403, 4.01892, -1.43995], [0.53171, 0.18580, -1.60879], [1.19086, 2.01666, -1.42477], [-0.67361, 0.26366, 0.75737], [-0.29143, 2.10363, 0.92864], [3.89932, 0.10550, 2.33755], [3.56124, -1.70520, 2.78593], [1.63866, -1.36230, 3.75811], [-0.03153, -1.10323, 2.92287], [-0.02880, -4.96903, 3.93949], [-0.95970, -3.17811, 1.20724], [-1.88158, -0.53301, -3.78988], [-3.48875, -2.83651, -3.62241], [-5.10975, -3.17561, -1.30161], [-5.05369, -1.28497, 0.86412], [-3.41646, 1.04835, 0.62717], [-3.09700, -6.47537, 7.60177], [-1.74012, -5.75832, 6.69641], [-1.46329, -6.69097, 5.20380], [-2.13102, -4.07095, 6.27846], [-0.26957, -5.79587, 7.70165], [2.55153, 7.64702, -2.10486], [1.24408, 6.85391, -1.19026], [-0.10133, 6.46677, -2.29224], [1.86019, 5.35250, -0.45482], [0.66631, 7.94919, 0.09075], [-0.65570, -7.16664, 2.11974], [-2.01833, -7.42373, 1.00078], [-1.97234, -6.19050, -0.28429], [-1.89105, -9.04502, 0.27284], [-3.55389, -7.29295, 1.89488], [6.95023, 8.92566, 0.49861], [5.19704, 9.04933, 0.79184], [4.54101, 10.44001, -0.10817], [4.39638, 7.55534, 0.24265], [4.90077, 9.27607, 2.53405], [-1.01539, -0.21043, -6.18294], [0.46449, 0.19091, -7.09057], [0.02222, 0.87464, -8.67527], [1.41783, 1.38481, -6.17382], [1.43314, -1.28520, -7.32995]],
  "smiles": "C[Si](C)(CCC(F)(F)[C@@](C#N)(CC#N)CP(=O)(O)O)c1ccccc1.ClC(Cl)(Cl)Cl.ClC(Cl)(Cl)Cl.ClC(Cl)(Cl)Cl.ClC(Cl)(Cl)Cl.ClC(Cl)(Cl)Cl",
  "e_homo_ev": -8.89,
  "largest_force_ev_per_a": 12.29
}

---

{
  "formula": "C9H7F2NO2",
  "method": "ωB97M-V/def2-TZVPD",
  "elements": ["N", "C", "C", "F", "F", "C", "C", "C", "C", "C", "C", "C", "O", "O", "H", "H", "H", "H", "H", "H", "H"],
  "coordinates": [[-0.91278, -2.32758, 0.83693], [-1.00967, -1.20879, 0.03382], [-2.13331, -0.74544, -0.51508], [-3.33639, -1.40205, -0.31314], [-2.33631, 0.04189, -1.62596], [0.27299, -0.42946, -0.19781], [1.42789, -1.06242, -0.50374], [2.49823, -0.31093, -0.78434], [2.46323, 1.04316, -0.75976], [1.30310, 1.77459, -0.44069], [0.21106, 0.95083, -0.05409], [-0.85418, 1.65762, 0.54479], [-1.26307, 2.75322, 0.30655], [-1.46588, 1.03115, 1.58408], [-1.88436, -2.56092, 1.10346], [-0.10949, -2.36471, 1.52927], [1.27060, -2.18572, -0.60142], [3.46644, -0.77393, -0.87089], [3.36971, 1.65985, -1.04092], [1.11726, 2.80136, -0.26830], [-2.09506, 1.65829, 2.03723]],
  "smiles": "NC(=C(F)F)c1ccccc1C(=O)O",
  "e_homo_ev": -8.38,
  "largest_force_ev_per_a": 4.25,
  "e_above_lowest_kj_mol": 32.2
}